(1)
C35H70IN4O15P3S | ωB97M-V/def2-TZVPD

Output
Lowest unoccupied orbital energy in Ha: -0.033
Energy in eV: -120906.6593
Orbital gap in eV: 7.994
Energy above the lowest of the compared OMol25 structures with the same formula, charge and spin in kcal per mole: 0.0

Structure (ORCA input):
```
! wB97M-V def2-TZVPD RIJCOSX def2/J DEFGRID3
* xyz 0 1
C -6.800 3.665 6.014
C -5.640 3.245 5.119
O -4.618 4.230 5.139
C -3.767 4.157 4.013
C -2.995 2.819 3.886
C -1.465 3.052 3.897
C -0.949 3.693 2.602
C -0.860 2.743 1.367
C -0.596 1.274 1.658
C 0.558 0.855 2.452
C 1.512 1.939 2.951
C 3.012 1.603 2.875
C 3.461 1.027 1.538
I 4.048 3.510 3.104
C 0.788 -0.449 2.751
O 1.857 -0.815 3.546
N 2.509 -2.027 3.100
O 3.649 -1.942 3.274
C -0.116 -1.440 2.261
N -0.116 -2.763 2.441
S -1.340 -3.379 1.617
N -1.996 -2.024 0.989
C -1.219 -1.047 1.442
C -1.457 0.339 1.144
C -2.664 0.621 0.266
N -3.936 0.507 1.012
H -7.608 2.948 5.854
H -7.134 4.677 5.787
H -6.468 3.606 7.052
H -5.228 2.321 5.545
H -5.969 3.081 4.084
H -3.095 5.016 4.002
H -4.411 4.255 3.123
H -3.230 2.132 4.696
H -3.232 2.424 2.896
H -1.289 3.781 4.699
H -0.938 2.145 4.198
H 0.008 4.168 2.819
H -1.630 4.516 2.361
H -0.014 3.093 0.760
H -1.748 2.901 0.766
H 1.373 2.835 2.351
H 1.203 2.221 3.962
H 3.305 1.013 3.735
H 3.237 1.717 0.722
H 3.033 0.038 1.376
H 4.549 0.935 1.561
H -2.691 -0.187 -0.471
H -2.591 1.544 -0.302
H -3.789 0.823 1.965
H -4.098 -0.491 1.110
O 3.021 6.710 6.871
P 3.908 6.174 7.932
O 3.426 4.662 8.233
C 3.604 3.665 7.222
C 5.033 3.153 7.188
O 3.334 6.912 9.273
C 2.584 8.123 9.185
C 1.105 7.848 9.348
O 5.389 6.008 8.596
C 6.396 7.007 8.307
C 6.170 8.289 9.085
H 3.312 4.060 6.246
H 2.927 2.846 7.465
H 5.721 3.934 6.856
H 5.123 2.308 6.503
H 5.353 2.842 8.182
H 2.785 8.645 8.248
H 2.930 8.771 9.995
H 0.757 7.127 8.608
H 0.525 8.766 9.243
H 0.907 7.420 10.332
H 6.424 7.204 7.233
H 7.352 6.566 8.585
H 5.312 8.839 8.696
H 7.043 8.938 9.009
H 5.973 8.074 10.134
O -0.370 -5.075 -5.209
P 0.059 -5.520 -3.858
O 1.043 -4.381 -3.274
C 0.504 -3.094 -2.949
C -0.206 -3.102 -1.608
O 1.202 -6.634 -4.206
C 1.236 -7.289 -5.473
C 2.310 -6.688 -6.356
O -0.275 -6.216 -2.424
C -1.388 -7.140 -2.339
C -1.052 -8.492 -2.938
H -0.168 -2.758 -3.744
H 1.348 -2.406 -2.918
H -1.108 -3.716 -1.645
H -0.495 -2.090 -1.319
H 0.440 -3.522 -0.836
H 0.261 -7.255 -5.962
H 1.463 -8.341 -5.283
H 2.158 -5.615 -6.482
H 2.314 -7.160 -7.340
H 3.291 -6.822 -5.900
H -2.266 -6.708 -2.823
H -1.616 -7.248 -1.280
H -0.997 -8.438 -4.027
H -1.820 -9.223 -2.680
H -0.086 -8.844 -2.578
O -1.192 -1.956 -10.566
P -1.414 -3.419 -10.463
O -1.223 -4.030 -11.949
C 0.076 -4.009 -12.544
C 0.957 -5.131 -12.023
O -3.042 -3.518 -10.342
C -3.817 -2.408 -9.893
C -4.478 -1.709 -11.063
O -1.216 -4.829 -9.679
C -0.963 -4.801 -8.248
C -2.213 -4.514 -7.446
H 0.547 -3.036 -12.381
H -0.075 -4.127 -13.617
H 1.197 -4.984 -10.968
H 1.893 -5.176 -12.582
H 0.446 -6.090 -12.107
H -3.211 -1.712 -9.313
H -4.583 -2.806 -9.222
H -3.737 -1.388 -11.795
H -5.040 -0.837 -10.726
H -5.161 -2.390 -11.573
H -0.185 -4.069 -8.026
H -0.573 -5.784 -7.987
H -2.518 -3.470 -7.553
H -2.028 -4.701 -6.392
H -3.046 -5.131 -7.784
*
```

Here are the Löwdin charges for atoms 1 to 5, given in e:
1 C -0.070
2 C -0.290
3 O -0.151
4 C -0.218
5 C -0.148

(2)
C38H44AgN4P | ωB97M-V/def2-TZVPD

Output
Lowest unoccupied orbital energy in Ha: -0.020
Energy in eV: -59363.7731
Orbital gap in eV: 5.148
Energy above the lowest of the compared OMol25 structures with the same formula, charge and spin in kcal per mole: 1.4

Structure (ORCA input):
```
! wB97M-V def2-TZVPD RIJCOSX def2/J DEFGRID3
* xyz 0 1
Ag -1.150 -0.361 0.026
C 2.024 -1.911 5.098
C 1.595 -0.540 5.547
C 2.065 -0.035 6.754
C 1.705 1.230 7.200
C 0.862 2.009 6.426
C 0.382 1.516 5.220
C 0.726 0.245 4.766
P 0.206 -0.411 3.128
C -0.641 1.070 2.404
C 0.187 1.760 1.512
C -0.170 2.984 0.963
C -1.397 3.532 1.290
C -2.249 2.840 2.138
C -1.902 1.618 2.710
C -2.893 0.956 3.624
C -1.136 -1.568 3.580
C -1.626 -1.706 4.876
C -2.717 -2.514 5.151
C -3.333 -3.185 4.098
C -2.829 -3.089 2.815
C -1.698 -2.310 2.514
C -1.145 -2.258 1.156
H 2.788 -2.315 5.763
H 2.426 -1.877 4.081
H 1.181 -2.604 5.080
H 2.731 -0.646 7.353
H 2.085 1.601 8.144
H 0.573 2.999 6.757
H -0.275 2.136 4.623
H 1.150 1.323 1.277
H 0.502 3.493 0.281
H -1.696 4.494 0.888
H -3.218 3.264 2.380
H -3.766 1.595 3.755
H -2.459 0.758 4.604
H -3.224 -0.002 3.219
H -1.170 -1.141 5.682
H -3.093 -2.602 6.163
H -4.203 -3.805 4.285
H -3.302 -3.639 2.009
H -1.631 -2.991 0.510
H -0.070 -2.469 1.175
C 3.174 0.273 -2.549
C 2.790 0.958 -1.219
N 3.008 0.046 -0.100
C 2.256 -1.187 -0.300
C 2.789 -1.942 -1.544
N 3.804 -1.050 -2.201
C 4.974 -0.848 -1.288
C 4.422 -0.253 0.035
H 3.899 0.832 -3.138
H 2.298 0.056 -3.157
H 1.733 1.228 -1.261
H 3.387 1.857 -1.059
H 1.203 -0.968 -0.486
H 2.329 -1.810 0.589
H 2.001 -2.124 -2.274
H 3.296 -2.878 -1.309
H 4.119 -1.491 -3.060
H 5.666 -0.179 -1.798
H 5.454 -1.817 -1.152
H 4.962 0.660 0.286
H 4.551 -0.957 0.856
C -4.649 3.742 -0.919
N -3.857 2.656 -1.476
C -2.683 3.029 -2.262
C -3.783 1.526 -0.779
N -3.747 0.531 -0.192
H -4.982 4.387 -1.732
H -4.071 4.340 -0.205
H -5.522 3.335 -0.414
H -3.007 3.589 -3.139
H -2.151 2.131 -2.572
H -1.995 3.644 -1.674
C -0.462 0.420 -1.863
C -0.090 0.848 -2.949
C 0.382 1.366 -4.200
C 0.862 2.678 -4.292
C 1.357 3.175 -5.488
C 1.384 2.373 -6.622
C 0.904 1.072 -6.548
C 0.407 0.572 -5.354
H 0.834 3.305 -3.408
H 1.721 4.194 -5.537
H 1.767 2.762 -7.557
H 0.907 0.443 -7.430
H 0.020 -0.438 -5.299
*
```

Here are the Löwdin charges for atoms 1 to 5, given in e:
1 Ag 0.646
2 C -0.075
3 C -0.295
4 C -0.060
5 C -0.095

(3)
C5H28N2O10 | ωB97M-V/def2-TZVPD

Output
Lowest unoccupied orbital energy in Ha: 0.008
Energy in eV: -29094.1857
Orbital gap in eV: 9.438
Energy above the lowest of the compared OMol25 structures with the same formula, charge and spin in kcal per mole: 73.6

Structure (ORCA input):
```
! wB97M-V def2-TZVPD RIJCOSX def2/J DEFGRID3
* xyz 0 1
C 0.310 -4.405 -1.103
C 0.556 -3.368 -0.296
C -0.021 -3.114 1.068
C -0.022 -1.647 1.371
N -0.529 -1.083 2.606
C -0.968 -0.979 0.290
N -0.285 -0.427 -0.791
O -2.132 -0.625 0.443
H 0.720 -4.428 -2.109
H -0.476 -5.091 -0.881
H 1.212 -2.537 -0.548
H -1.092 -3.496 1.073
H 0.623 -3.522 1.878
H 1.005 -1.292 1.265
H -1.453 -1.438 2.827
H -0.296 -0.122 2.837
H 0.721 -0.505 -0.957
H -0.929 0.167 -1.339
O -2.833 0.269 -1.785
H -2.837 -0.097 -0.840
H -3.474 0.986 -1.741
O -0.015 3.098 -1.681
H -0.592 3.170 -2.462
H 0.298 2.182 -1.727
O 2.254 2.429 1.426
H 1.648 3.119 1.064
H 2.109 2.396 2.373
O -2.527 2.921 0.328
H -1.718 2.414 0.459
H -3.117 2.528 0.976
O 0.279 0.753 -3.055
H 0.636 0.127 -3.711
H -0.563 0.927 -3.508
O 0.366 -2.022 -4.230
H 1.219 -2.396 -3.985
H -0.040 -1.943 -3.344
O 0.596 4.611 1.162
H -0.205 4.193 0.817
H 0.772 5.312 0.528
O 2.972 0.099 0.214
H 2.788 0.930 0.674
H 3.839 -0.014 -0.166
O 1.382 -0.124 4.764
H 1.143 -1.063 4.616
H 1.472 0.130 3.835
*
```

Here are the Löwdin charges for atoms 1 to 5, given in e:
1 C 0.026
2 C -0.184
3 C -0.168
4 C -0.339
5 N 0.061

(4)
C9H13NSi | ωB97M-V/def2-TZVPD

Output
Lowest unoccupied orbital energy in Ha: 0.035
Energy in eV: -18909.4442
Orbital gap in eV: 9.178
Energy above the lowest of the compared OMol25 structures with the same formula, charge and spin in kcal per mole: 28.9

Structure (ORCA input):
```
! wB97M-V def2-TZVPD RIJCOSX def2/J DEFGRID3
* xyz 0 1
C 2.500 -1.133 0.920
C 1.345 -0.714 -0.146
C 0.145 -1.654 -0.004
C -1.039 -0.761 -0.157
C -2.382 -1.158 -0.246
C -3.327 -0.172 -0.296
C -3.054 1.172 -0.306
C -1.696 1.580 -0.224
C -0.798 0.609 -0.193
N 0.930 0.661 -0.118
Si 2.067 1.897 -0.219
H 2.531 -2.087 1.324
H 2.317 -0.454 1.842
H 3.518 -0.855 0.433
H 1.825 -1.034 -1.051
H -0.018 -2.246 0.961
H 0.160 -2.450 -0.760
H -2.667 -2.182 -0.306
H -4.350 -0.474 -0.167
H -3.746 1.906 -0.472
H -1.427 2.638 -0.290
H 1.228 3.255 -0.026
H 2.884 1.912 -1.310
H 3.054 1.745 0.813
*
```

Here are the Löwdin charges for atoms 1 to 5, given in e:
1 C -0.067
2 C -0.432
3 C -0.101
4 C -0.184
5 C -0.028